# 1
92
Properties=species:S:1:pos:R:3:forces:R:3:mulliken_charge:R:1 method="wB97M-V/def2-TZVPD" total_energy_ha=-3242.379328 fmax_ev_per_a=1.16 de_lowest_kj_mol=42.20 lumo_energy_ev="-6.19 / -5.71" total_charge=+2 spin_multiplicity=5 homo_energy_ev="-13.177 / -13.198" s_squared=6.08
Mn -0.2890 -1.0071 -0.1165 -0.36 0.66 0.28 0.130
C -0.6418 -2.0379 -2.8379 0.77 0.21 0.31 -1.563
N -0.4023 -2.3941 -1.3934 -0.06 -0.59 -0.93 0.394
C 0.3038 -3.4970 -1.1106 -0.21 0.42 -0.53 0.301
C 1.1499 -3.4340 -0.0310 0.18 0.17 0.23 -0.420
C 2.1880 -4.2314 0.4811 0.13 -0.21 0.02 -0.802
C 2.8942 -3.4282 1.3627 0.08 -0.12 0.04 -0.860
C 2.2652 -2.1702 1.3737 -0.11 -0.01 0.08 -0.405
N 1.2166 -2.1649 0.5484 -0.34 0.07 -0.01 0.187
C 0.7344 -1.8959 -3.5210 -0.20 -0.12 0.37 0.593
C 1.7248 -1.0233 -3.0643 0.00 -0.33 -0.37 -0.180
C 2.9824 -0.9979 -3.6447 0.02 -0.02 -0.03 -0.983
C 3.2818 -1.8596 -4.6955 0.04 0.03 0.01 -0.617
C 2.3198 -2.7504 -5.1401 -0.07 -0.04 -0.04 -0.922
C 1.0597 -2.7710 -4.5460 0.00 -0.18 -0.18 -0.197
H -2.5970 -1.2553 -2.7282 0.14 -0.17 -0.06 1.479
H -1.1488 -2.8715 -3.3184 -0.09 -0.11 -0.03 0.623
H 0.2706 -4.3493 -1.7854 -0.02 0.05 0.01 0.563
H 2.3997 -5.2575 0.1976 -0.03 0.24 0.11 0.512
H 3.7712 -3.6950 1.9358 -0.11 0.02 -0.09 0.451
H 2.5451 -1.2958 1.9508 -0.06 -0.12 -0.08 0.577
H 1.5162 -0.3419 -2.2708 -0.18 0.43 0.52 0.324
H 3.7353 -0.3057 -3.2800 -0.11 -0.07 -0.04 0.467
H 4.2633 -1.8389 -5.1563 -0.09 -0.01 0.05 0.419
H 2.5459 -3.4377 -5.9480 -0.03 0.06 0.08 0.456
H 0.3201 -3.4886 -4.8958 0.08 0.08 0.02 0.447
C -3.7646 1.2074 3.3115 0.11 -0.02 -0.01 -1.226
N -2.9748 0.6185 2.2347 -0.21 0.18 0.02 0.267
C -2.9711 -0.6789 1.8971 -0.05 -0.45 -0.34 0.290
N -3.6798 -1.5144 2.6763 0.04 -0.10 0.01 -0.355
O -2.3545 -1.1184 0.8835 0.00 0.21 0.40 -0.485
H -3.4329 2.2325 3.4646 -0.02 -0.06 -0.02 0.361
H -3.6068 0.6711 4.2500 0.06 0.05 -0.05 0.413
H -4.8325 1.2218 3.0836 0.04 -0.04 -0.04 0.368
H -2.4775 1.2217 1.6087 0.12 0.13 -0.11 -0.012
H -4.1972 -1.2130 3.4847 0.05 -0.02 -0.09 0.133
H -3.6550 -2.4956 2.4628 -0.01 -0.04 -0.04 0.273
N -4.0348 -0.0972 -1.4782 -0.29 -0.39 0.47 0.028
C -3.4001 1.0619 -1.3457 0.38 0.29 0.24 -0.017
C -4.1016 2.2813 -1.2479 -0.21 -0.07 0.04 -1.179
C -3.4369 3.4530 -1.0704 0.07 0.31 0.02 -0.847
C -2.0290 3.4495 -0.9890 -0.07 0.19 0.03 -1.271
C -1.3810 2.2730 -1.1654 -0.06 -0.32 -0.19 -0.847
N -2.0385 1.0896 -1.3654 0.21 -0.36 0.09 1.140
H -5.0396 -0.0893 -1.4572 -0.06 -0.03 0.07 0.312
H -3.5675 -0.9317 -1.1646 0.02 -0.11 0.11 0.237
H -5.1843 2.2533 -1.3061 0.10 -0.03 0.02 0.563
H -3.9897 4.3859 -1.0005 0.10 -0.14 0.02 0.505
H -1.4624 4.3607 -0.8372 -0.08 -0.11 -0.06 0.558
H -0.3116 2.1762 -1.2011 0.02 -0.02 -0.14 0.719
C -1.8857 -1.0268 -5.3376 -0.08 -0.05 -0.02 -1.784
C -1.7175 -0.0217 -4.1871 0.08 0.04 0.09 1.555
C -0.5491 0.9259 -4.4866 0.04 0.01 -0.01 -1.424
C -3.0048 0.8230 -4.1800 -0.09 0.12 -0.20 -1.692
C -1.5968 -0.8278 -2.8433 0.08 0.22 0.05 -0.500
N -1.2285 -0.0580 -1.6126 -0.17 0.46 0.15 1.129
H -2.0983 -0.4820 -6.2630 0.01 -0.07 0.13 0.518
H -2.7304 -1.7062 -5.1545 0.15 0.11 -0.03 0.379
H -0.9881 -1.6175 -5.5143 -0.05 0.03 0.04 0.351
H -0.8120 1.5444 -5.3529 0.04 -0.09 0.14 0.482
H 0.3732 0.3994 -4.7303 -0.07 0.03 0.04 0.305
H -0.3453 1.6054 -3.6490 -0.04 -0.12 -0.11 0.089
H -3.1922 1.1841 -5.1931 0.04 -0.02 0.04 0.560
H -2.9281 1.7138 -3.5488 0.01 -0.11 -0.27 0.248
H -3.8774 0.2369 -3.8750 0.16 0.11 -0.16 0.361
C 0.9564 2.4929 1.2223 0.04 -0.09 0.16 -1.598
C 0.5392 1.3384 2.0761 0.08 0.11 -0.26 0.701
N 0.0901 0.1756 1.6333 -0.28 -0.71 0.10 1.038
C -0.1552 -0.6157 2.7703 0.20 0.40 -0.23 -0.783
C 0.1371 0.0967 3.8748 0.15 0.28 0.07 -1.228
N 0.5745 1.3341 3.4193 0.10 0.14 0.54 0.325
C 1.1118 2.3853 4.3135 0.03 -0.31 -0.15 -1.447
N 2.1610 1.8821 5.1249 -0.60 0.19 0.09 0.712
N 1.8416 1.4166 6.3839 1.09 -0.26 -0.28 -0.554
N 2.8895 0.8839 6.8872 -0.20 0.32 -0.57 -0.506
C 3.9266 0.9766 5.9525 -0.01 -0.30 0.63 0.132
C 5.2492 0.5352 6.0330 0.18 -0.11 0.15 -0.701
C 6.0529 0.7426 4.9337 0.02 -0.01 0.05 -0.599
C 5.5631 1.3770 3.7724 -0.11 0.02 0.01 -0.676
C 4.2595 1.8224 3.6837 -0.01 0.02 -0.01 -0.470
C 3.4601 1.6063 4.8132 -0.18 0.03 -0.13 1.414
H 1.0207 2.1721 0.1867 0.10 -0.04 0.10 0.152
H 1.9376 2.8683 1.5112 0.01 -0.02 0.02 0.395
H 0.2497 3.3229 1.2898 0.00 -0.04 0.01 0.329
H -0.4955 -1.6349 2.7164 -0.01 0.02 -0.12 0.770
H 0.1046 -0.1520 4.9305 0.05 0.11 -0.27 0.695
H 0.3290 2.7210 4.9779 -0.23 0.08 0.13 0.172
H 1.4574 3.2169 3.7120 0.01 0.09 -0.16 0.722
H 5.6194 0.0500 6.9317 -0.06 0.09 -0.15 0.442
H 7.0882 0.4228 4.9587 -0.10 0.02 -0.01 0.404
H 6.2313 1.5221 2.9310 -0.04 0.00 0.08 0.424
H 3.8957 2.3292 2.7933 0.06 -0.08 0.14 0.261


# 2
6
Properties=species:S:1:pos:R:3:forces:R:3:mulliken_charge:R:1 method="wB97M-V/def2-TZVPD" total_energy_ha=-6207.404453 fmax_ev_per_a=18.15 de_lowest_kj_mol=948.70 lumo_energy_ev=-18.35 total_charge=+3 homo_energy_ev=-23.939
Zn -22.6597 2.0315 -4.7706 -1.68 -12.09 0.51 1.053
Zn -22.4566 5.2529 -3.7494 -0.89 13.72 11.86 0.971
Br -22.3645 3.8986 -4.9304 1.57 -1.21 -10.20 0.692
O -21.0464 3.3043 -7.3077 -0.10 -0.81 1.08 -0.506
H -21.4508 3.8154 -8.0088 -0.13 0.19 -1.04 0.420
H -21.5190 3.5650 -6.5173 1.23 0.21 -2.21 0.370